{
  "formula": "C9H14",
  "method": "ωB97M-V with the def2-TZVPD basis set",
  "species": ["C", "C", "C", "C", "C", "C", "C", "H", "H", "H", "H", "H", "H", "H", "H", "C", "C", "H", "H", "H", "H", "H", "H"],
  "positions_angstrom": [[-0.2783, -0.3825, -2.6837], [-0.9392, 0.0917, -1.3886], [-2.2607, -0.2496, -1.1395], [-2.9405, 0.2051, -0.0785], [-2.1984, 0.9785, 0.9735], [-0.9219, 1.4401, 0.5790], [-0.3041, 1.0519, -0.6162], [-0.1426, -1.4842, -2.6037], [0.5212, 0.3295, -2.8036], [-0.9224, -0.1323, -3.4932], [-2.8191, -0.7966, -1.7654], [-3.9730, -0.3162, 0.1506], [-2.7200, 1.4502, 1.8000], [-0.4718, 2.3007, 1.0902], [0.5408, 1.6817, -0.9688], [2.4085, -0.1854, 2.0731], [2.6335, -1.3143, 1.0666], [2.8479, 0.7306, 1.8866], [1.3740, 0.0490, 2.2901], [2.5701, -0.4640, 3.1275], [3.0068, -2.2342, 1.5978], [3.4350, -1.2273, 0.2904], [1.5541, -1.5224, 0.6158]],
  "atomic_forces_ev_per_a": [[-0.870, 0.234, 1.613], [0.721, 0.619, -1.562], [1.802, 1.292, 1.345], [-0.719, -0.004, 5.210], [-0.555, -0.285, -3.357], [-1.132, 0.727, 0.402], [-0.587, 0.255, 0.407], [0.688, 0.935, -0.468], [1.218, -0.800, -0.256], [-0.800, -0.278, -0.807], [-1.419, -2.287, -2.651], [1.952, 1.709, -0.450], [0.141, -0.395, 0.079], [-0.130, -0.612, 0.261], [-0.281, -1.130, 0.256], [-1.045, -1.487, 1.739], [-1.430, -1.503, -0.255], [1.269, 1.752, -0.509], [-0.765, 0.029, -1.106], [1.184, -0.189, -0.370], [-0.832, 0.680, -0.351], [-1.022, 0.721, 0.422], [2.613, 0.018, 0.408]],
  "lowdin_charge": [-0.038, -0.276, -0.110, -0.074, -0.050, -0.118, -0.071, 0.099, 0.064, 0.062, 0.073, 0.136, 0.083, 0.102, 0.124, -0.189, -0.171, 0.030, 0.043, 0.067, 0.061, 0.063, 0.094],
  "de_lowest_kcal_mol": 48.1,
  "multiplicity": 1,
  "e_tot_ha": -351.2536,
  "smiles": "Cc1ccccc1.CC",
  "homo_energy_ev": -8.850
}

{
  "formula": "C9H14",
  "method": "ωB97M-V with the def2-TZVPD basis set",
  "species": ["C", "C", "C", "C", "C", "C", "C", "C", "C", "H", "H", "H", "H", "H", "H", "H", "H", "H", "H", "H", "H", "H", "H"],
  "positions_angstrom": [[-1.4964, -1.6892, 2.4273], [-0.1256, -1.0513, 2.4292], [0.2969, -0.2223, 1.5233], [0.7883, 0.6684, 0.6760], [0.7880, 0.3610, -0.7804], [-0.6131, 0.1420, -1.3583], [-1.5336, 1.3883, -1.0957], [1.9285, 1.0006, -1.6012], [1.9650, -0.5199, -1.2176], [-2.0938, -1.4326, 1.5511], [-2.0134, -1.3995, 3.3485], [-1.4268, -2.7964, 2.4051], [0.5712, -1.2098, 3.2419], [1.2246, 1.5951, 0.9864], [-1.0707, -0.7676, -0.8977], [-0.5700, -0.0625, -2.4262], [-1.6566, 1.5793, -0.0276], [-1.0455, 2.2417, -1.5663], [-2.5575, 1.2401, -1.5100], [2.6066, 1.6868, -1.1034], [1.6426, 1.2906, -2.6359], [2.6583, -0.7858, -0.3953], [1.7330, -1.2568, -1.9732]],
  "atomic_forces_ev_per_a": [[-0.014, -0.092, 0.665], [-0.378, -0.191, -0.272], [0.630, 1.461, -0.476], [-0.602, -1.231, 0.348], [1.640, -0.438, -0.381], [-0.589, 0.312, 0.673], [0.013, -1.033, -0.468], [-1.389, -1.329, -0.265], [-0.340, 1.629, 0.241], [0.125, 0.332, 0.129], [-0.268, -0.205, -0.195], [0.198, 0.584, 0.182], [0.209, -1.019, -0.091], [-0.683, 0.846, 0.389], [0.408, 0.602, -0.171], [0.146, 0.081, -0.172], [0.184, -0.018, -0.092], [-0.266, 0.199, 0.039], [0.784, 0.129, 0.083], [-0.090, -0.182, 0.007], [0.455, -0.404, 0.786], [-0.511, -0.004, -0.855], [0.337, -0.028, -0.105]],
  "lowdin_charge": [-0.100, -0.157, -0.020, -0.071, -0.477, -0.187, -0.090, -0.067, -0.064, 0.065, 0.067, 0.079, 0.102, 0.110, 0.112, 0.103, 0.060, 0.068, 0.075, 0.089, 0.104, 0.109, 0.090],
  "de_lowest_kcal_mol": 76.2,
  "multiplicity": 1,
  "e_tot_ha": -351.2088,
  "smiles": "CC=C=CC1(CC)CC1",
  "homo_energy_ev": -8.143
}

{
  "formula": "C9H14",
  "method": "ωB97M-V with the def2-TZVPD basis set",
  "species": ["C", "C", "C", "C", "C", "C", "C", "H", "H", "H", "H", "H", "H", "H", "H", "C", "C", "H", "H", "H", "H", "H", "H"],
  "positions_angstrom": [[-0.9822, 3.3434, -1.2300], [-1.1723, 1.9754, -0.4548], [-0.0398, 1.2476, -0.0811], [-0.0958, 0.0967, 0.6420], [-1.2951, -0.4174, 1.0529], [-2.4359, 0.2087, 0.5288], [-2.4065, 1.3690, -0.1599], [0.0468, 3.3457, -1.6682], [-1.1513, 4.1610, -0.4883], [-1.7342, 3.4031, -2.0090], [0.8975, 1.7954, -0.2952], [0.8158, -0.2654, 0.9963], [-1.4796, -1.2902, 1.5164], [-3.2501, -0.4299, 0.6013], [-3.3433, 1.6554, -0.4939], [2.5494, -1.9110, -0.0221], [1.8042, -3.1520, 0.3992], [3.0951, -1.9805, -1.0313], [1.9117, -1.0687, -0.3923], [3.1904, -1.7022, 0.8013], [1.4358, -2.9827, 1.5132], [2.6190, -3.9525, 0.6029], [1.0204, -3.4488, -0.3283]],
  "atomic_forces_ev_per_a": [[-0.013, -1.553, 1.472], [0.066, 0.457, -0.758], [0.113, 2.833, -0.839], [-0.056, 0.014, 1.209], [-0.580, 2.979, -2.762], [1.969, -1.475, 1.025], [1.462, 0.463, -0.365], [-0.941, 0.302, 0.418], [0.359, -0.402, -0.779], [0.001, 0.191, -0.176], [-0.219, -0.918, 0.146], [1.151, -0.875, 0.463], [0.116, -2.905, 1.833], [-2.197, -0.285, 0.232], [-1.494, 1.329, -0.923], [-0.327, 0.672, -3.145], [0.715, -0.902, 2.191], [-0.005, -0.749, 1.670], [0.222, -0.520, 1.313], [0.801, 1.000, 0.179], [0.001, -0.305, -2.434], [-1.594, 0.814, -0.820], [0.450, -0.164, 0.849]],
  "lowdin_charge": [-0.037, -0.228, -0.073, -0.111, -0.054, -0.092, -0.058, 0.077, 0.083, 0.060, 0.119, 0.065, 0.066, 0.085, 0.088, -0.223, -0.197, 0.090, 0.044, 0.052, 0.096, 0.084, 0.067],
  "de_lowest_kcal_mol": 38.5,
  "multiplicity": 1,
  "e_tot_ha": -351.2688,
  "smiles": "Cc1ccccc1.CC",
  "homo_energy_ev": -8.978
}

{
  "formula": "C9H14",
  "method": "ωB97M-V with the def2-TZVPD basis set",
  "species": ["C", "C", "C", "C", "C", "C", "C", "H", "H", "H", "H", "H", "H", "H", "H", "C", "C", "H", "H", "H", "H", "H", "H"],
  "positions_angstrom": [[1.8771, 2.2616, -0.0464], [0.9849, 1.4538, 0.8642], [-0.3519, 1.9095, 0.9386], [-1.2671, 0.9657, 1.3348], [-0.9025, -0.3377, 1.8410], [0.4797, -0.5260, 1.9993], [1.4864, 0.3162, 1.4662], [2.8561, 1.7560, -0.2829], [2.1030, 3.0627, 0.5539], [1.3016, 2.5865, -1.0112], [-0.5328, 2.7447, 0.3449], [-2.3289, 1.2102, 1.1245], [-1.6988, -0.9771, 1.9370], [0.8622, -1.4619, 2.3235], [2.5317, 0.0126, 1.4956], [-0.5474, -1.7616, -2.5360], [-1.3499, -1.9615, -1.1998], [-1.0693, -0.9723, -2.9224], [0.6169, -1.6207, -2.5433], [-0.6546, -2.7123, -3.0813], [-1.4865, -1.0258, -0.7177], [-2.1911, -2.6138, -1.3995], [-0.7190, -2.3089, -0.4831]],
  "atomic_forces_ev_per_a": [[-0.391, -1.499, -2.034], [1.078, 0.732, -1.047], [1.841, -3.268, 0.234], [-1.354, -0.683, 0.261], [2.486, 4.529, -1.109], [-0.167, -0.704, -0.596], [-2.543, -0.025, 0.618], [-1.177, 0.368, 0.002], [0.830, 2.658, 0.804], [1.298, -0.559, 1.759], [-0.930, 1.480, -0.485], [0.596, -0.394, 0.463], [-1.196, -1.940, 0.792], [-0.064, -0.888, 0.622], [-0.312, 0.207, -0.222], [1.966, -2.617, 1.587], [1.143, 0.582, -2.099], [-0.686, 1.938, -2.153], [-2.284, 0.228, 0.657], [-0.214, 0.617, -0.348], [-1.338, 1.161, -0.159], [-0.310, 0.334, 0.396], [1.730, -2.257, 2.057]],
  "lowdin_charge": [-0.062, -0.300, -0.057, -0.088, -0.079, -0.084, -0.043, 0.092, 0.040, 0.118, 0.087, 0.111, 0.069, 0.084, 0.113, -0.142, -0.141, 0.012, 0.099, 0.056, 0.030, 0.074, 0.013],
  "de_lowest_kcal_mol": 49.2,
  "multiplicity": 1,
  "e_tot_ha": -351.2518,
  "smiles": "Cc1ccccc1.CC",
  "homo_energy_ev": -8.814
}

{
  "formula": "C9H14",
  "method": "ωB97M-V with the def2-TZVPD basis set",
  "species": ["C", "C", "C", "C", "C", "C", "C", "H", "H", "H", "H", "H", "H", "H", "H", "C", "C", "H", "H", "H", "H", "H", "H"],
  "positions_angstrom": [[2.1650, -1.5272, -1.3497], [0.9517, -1.3001, -0.4172], [-0.2713, -1.7904, -0.8611], [-1.1221, -2.0038, 0.2982], [-0.8391, -1.7934, 1.6629], [0.4856, -1.2763, 1.9119], [1.2342, -0.7891, 0.8714], [2.1160, -1.6684, -2.4899], [2.8761, -2.3163, -1.2968], [2.9385, -0.7399, -0.9606], [-0.5163, -2.1505, -1.8367], [-1.7702, -2.7328, 0.0916], [-1.5857, -1.8113, 2.4000], [0.8668, -0.9477, 2.8621], [2.1664, -0.2421, 0.9450], [-1.3638, 4.9366, -0.5987], [-1.1551, 3.4277, -0.7870], [-0.7135, 5.4195, 0.0906], [-1.2358, 5.4889, -1.5207], [-2.2818, 5.1778, -0.1339], [-0.2158, 3.1487, -0.1965], [-1.1246, 3.2886, -1.9064], [-2.0299, 2.7827, -0.4311]],
  "atomic_forces_ev_per_a": [[1.711, 2.884, -0.511], [1.397, -1.003, -3.319], [0.268, 0.495, 5.115], [2.386, 0.951, -0.348], [3.217, 1.174, -2.539], [-1.752, 2.049, 0.142], [0.000, -1.978, -1.260], [-0.880, 1.489, 1.387], [-0.240, -1.896, 1.676], [-1.192, -0.547, -1.629], [0.092, -0.202, -0.279], [-3.966, -1.988, -0.646], [-0.657, -0.858, 0.956], [-0.456, -0.307, 0.733], [0.068, -0.246, 0.519], [0.072, -0.122, -0.087], [-0.066, -0.436, 0.105], [1.210, -0.026, 0.594], [-0.283, 0.064, -0.248], [-1.509, 0.164, -0.054], [-1.242, -0.180, -1.361], [0.585, -0.485, 1.311], [1.239, 1.004, -0.259]],
  "lowdin_charge": [-0.075, -0.277, -0.013, -0.080, -0.055, -0.077, -0.073, 0.096, 0.042, 0.093, 0.101, 0.045, 0.078, 0.092, 0.102, -0.192, -0.173, 0.044, 0.058, 0.042, 0.078, 0.068, 0.076],
  "de_lowest_kcal_mol": 74.0,
  "multiplicity": 1,
  "e_tot_ha": -351.2123,
  "smiles": "Cc1ccccc1.CC",
  "homo_energy_ev": -8.433
}